Entry 1:
A 4-piece molecular cluster, C12H20O12 overall. Source: the Open Molecules 2025 dataset; level of theory: wB97M-V/def2-TZVPD.

Computed properties:
HOMO-LUMO gap = 0.4222 Ha
Calculated total energy = -1372.1433 Eh

Geometry (Å):
C: 1.899 -0.798 5.712
O: 1.670 -0.620 4.312
C: 0.518 -1.112 3.856
O: -0.326 -1.654 4.518
O: 0.469 -0.897 2.549
C: -0.726 -1.310 1.890
H: 2.908 -0.449 5.901
H: 1.768 -1.835 6.007
H: 1.205 -0.178 6.283
H: -0.738 -2.382 1.712
H: -0.764 -0.781 0.940
H: -1.609 -1.006 2.449
C: 0.343 -0.810 -3.851
O: -0.014 0.027 -2.768
C: 0.810 0.091 -1.730
O: 1.779 -0.587 -1.539
O: 0.383 1.078 -0.939
C: 1.133 1.295 0.227
H: -0.499 -1.468 -4.061
H: 1.220 -1.422 -3.644
H: 0.543 -0.195 -4.727
H: 0.541 1.770 1.006
H: 2.037 1.892 0.085
H: 1.428 0.368 0.726
O: 1.019 6.483 0.348
C: 1.372 5.762 1.212
O: 0.521 4.982 1.940
C: 1.282 4.068 2.717
C: 2.678 4.711 2.738
O: 2.653 5.574 1.609
H: 0.982 3.962 3.758
H: 1.291 3.105 2.215
H: 3.478 3.977 2.634
H: 2.885 5.253 3.663
O: -4.166 -3.003 -2.295
C: -3.870 -3.328 -3.389
O: -4.269 -2.696 -4.520
C: -3.784 -3.422 -5.661
C: -2.694 -4.281 -5.059
O: -3.085 -4.399 -3.696
H: -4.617 -3.999 -6.068
H: -3.433 -2.733 -6.425
H: -1.705 -3.803 -5.073
H: -2.518 -5.231 -5.561



Entry 2:
A 2-piece molecular cluster, C2H9N2O overall. Source: the Open Molecules 2025 dataset; level of theory: wB97M-V/def2-TZVPD.

Computed properties:
HOMO-LUMO gap = 0.3632 Ha
Net charge = +1
Calculated total energy = -266.0816 Eh

Geometry (Å):
C: 1.306 0.134 0.521
C: 0.851 0.242 -0.720
N: -0.589 0.629 -0.900
N: 2.538 -0.435 0.795
H: 0.737 0.371 1.416
H: 1.217 -0.171 -1.643
H: -0.803 1.629 -0.863
H: -1.215 0.171 -0.211
H: -0.907 0.341 -1.825
H: 3.348 0.065 0.463
H: 2.762 -0.976 1.608
H: -3.246 0.040 0.768
H: -3.125 -1.458 0.442
O: -2.876 -0.584 0.148



Entry 3:
A 3-piece molecular cluster, C15H22IN2O4 overall. Source: the Open Molecules 2025 dataset; level of theory: wB97M-V/def2-TZVPD.

Computed properties:
HOMO-LUMO gap = 0.2969 Ha
Net charge = +1
Calculated total energy = -1292.7016 Eh

Geometry (Å):
C: 1.248 -5.327 -1.777
C: 0.392 -4.074 -1.564
I: -0.526 -4.215 0.373
C: 1.132 -2.763 -1.772
N: 2.324 -2.617 -0.895
C: 2.167 -1.987 0.254
C: 3.263 -1.888 1.091
C: 4.401 -2.453 0.656
C: 4.475 -3.066 -0.588
N: 3.427 -3.148 -1.368
H: 1.575 -5.424 -2.809
H: 2.103 -5.332 -1.104
H: 0.637 -6.173 -1.480
H: -0.417 -4.094 -2.287
H: 1.477 -2.638 -2.795
H: 0.451 -1.940 -1.578
H: 1.218 -1.574 0.538
H: 3.168 -1.387 2.040
H: 5.290 -2.431 1.269
H: 5.397 -3.490 -0.947
O: 1.508 0.442 4.123
C: 1.104 0.958 3.127
O: 1.311 0.405 1.892
C: 0.812 1.298 0.869
C: -0.211 2.176 1.574
C: 0.363 2.267 2.988
H: 1.654 1.869 0.469
H: 0.368 0.713 0.063
H: -0.351 3.140 1.091
H: -1.171 1.675 1.601
H: 1.078 3.085 3.090
H: -0.413 2.350 3.743
O: -3.104 2.609 1.283
C: -3.502 3.090 0.261
O: -3.286 2.520 -0.948
C: -3.786 3.379 -1.993
C: -4.821 4.265 -1.318
C: -4.257 4.392 0.095
H: -2.950 3.951 -2.399
H: -4.210 2.767 -2.785
H: -4.968 5.215 -1.826
H: -5.783 3.751 -1.284
H: -3.550 5.219 0.182
H: -5.035 4.484 0.846